2 unconnected molecules or ions with the total composition C4H10NO2 at a distorted geometry, computed with ωB97M-V/def2-TZVPD.

Summary:
Strongest force on any atom: 1.609 eV Å⁻¹
LUMO level: 4.3258 eV
Energy relative to the best compared isomer or geometry (same formula, charge and spin): 19.2 kJ/mol
Total charge: -1
E: -9897.2463 eV
Gap between HOMO and LUMO: 8.487 eV
Highest occupied orbital energy: -4.16 eV

Each atom is followed by the atoms it is bonded to, with distances in Å.
Atoms and positions in Å:
1 C -1.5536 1.0889 1.4683  C2 1.496, H4 1.118, H5 1.102, H6 1.135
2 C -1.0238 1.7055 0.2130  C1 1.496, C3 1.510, H7 1.122, H8 1.100
3 C 0.3662 2.2627 0.4053  C2 1.510, H9 1.109, H10 1.122, H11 1.109
4 H -0.9162 0.2200 1.7672  C1 1.118
5 H -2.5693 0.6946 1.3004  C1 1.102
6 H -1.5660 1.8105 2.3439  C1 1.135
7 H -1.6390 2.5843 -0.1157  C2 1.122
8 H -0.9777 0.9979 -0.6277  C2 1.100
9 H 0.7903 2.6723 -0.5343  C3 1.109
10 H 0.3377 3.0823 1.1707  C3 1.122
11 H 1.1018 1.5096 0.7532  C3 1.109
12 N 1.2897 -2.1987 -1.3897  C13 1.467, H16 1.006, H17 1.002
13 C 0.5375 -1.3038 -0.5039  N12 1.467, O14 1.252, O15 1.277
14 O 1.1546 -0.7734 0.4480  C13 1.252
15 O -0.6775 -1.1154 -0.8473  C13 1.277
16 H 1.9719 -2.7094 -0.8547  N12 1.006
17 H 0.6654 -2.8806 -1.7767  N12 1.002

Results of the natural (NBO) charge analysis, in e, for atoms 1 through 6:
1. C -0.61
2. C -0.42
3. C -0.61
4. H 0.24
5. H 0.20
6. H 0.17

2 unconnected molecules or ions with the total composition C5H15N2 at a distorted geometry, computed with ωB97M-V/def2-TZVPD.

Summary:
Strongest force on any atom: 4.510 eV Å⁻¹
LUMO level (alpha / beta): -8.7520 / -12.1263 eV
Expectation value of S²: 0.754
Energy relative to the best compared isomer or geometry (same formula, charge and spin): 239.8 kJ/mol
Spin multiplicity: 2
Total charge: +2
E: -8387.8240 eV
Gap between HOMO and LUMO (alpha / beta): 11.113 / 7.742 eV
Highest occupied orbital energy (alpha / beta): -19.86 / -19.87 eV

Each atom is followed by the atoms it is bonded to, with distances in Å.
Atoms and positions in Å:
1 C 2.0628 0.1603 -2.6691  C2 1.564, H5 1.106, H6 1.088, H7 1.101
2 C 2.4493 -0.2684 -1.2154  C1 1.564, N4 1.452, H8 1.088, H9 1.088
3 C 0.8157 0.3399 0.5011  N4 1.269, H10 1.092, H11 1.107
4 N 1.2747 -0.4488 -0.3813  C2 1.452, C3 1.269, H12 1.023
5 H 1.4270 -0.6513 -3.0703  C1 1.106
6 H 1.6525 1.1681 -2.6740  C1 1.088
7 H 2.9862 0.3174 -3.2475  C1 1.101
8 H 2.9781 -1.2170 -1.2776  C2 1.088
9 H 3.0614 0.4784 -0.7132  C2 1.088
10 H -0.1958 0.2505 0.9023  C3 1.092
11 H 1.4439 1.1967 0.8131  C3 1.107
12 H 0.6611 -1.1469 -0.8074  N4 1.023
13 C -1.9536 -1.1351 0.7986  N14 1.474, H16 1.156, H17 1.145, H18 1.131
14 N -2.7040 -0.1904 1.6451  C13 1.474, C15 1.506, H19 1.024
15 C -2.0724 1.1710 1.7676  N14 1.506, H20 1.137, H21 1.069, H22 1.107
16 H -1.6871 -0.6050 -0.1932  C13 1.156
17 H -0.9388 -1.4129 1.2490  C13 1.145
18 H -2.5838 -2.0526 0.5983  C13 1.131
19 H -2.8886 -0.5017 2.6030  N14 1.024
20 H -1.1167 1.1547 2.3839  C15 1.137
21 H -2.7857 1.8169 2.2328  C15 1.069
22 H -1.8860 1.5760 0.7542  C15 1.107

Results of the natural (NBO) charge analysis, in e, for atoms 1 through 6:
1. C -0.62
2. C -0.25
3. C 0.10
4. N -0.35
5. H 0.23
6. H 0.23

3 unconnected molecules or ions with the total composition C20H50N7O8P3S at a distorted geometry, computed with ωB97M-V/def2-TZVPD.

Summary:
Strongest force on any atom: 7.952 eV Å⁻¹
LUMO level: -0.6266 eV
Total charge: 0
E: -87058.9912 eV
Structure (SMILES): [H]/N=C(\C)C[C@]1(P(O)O)OC(=O)C[C@@H]1C[SH](=O)=O.CN(C)P(=O)(N(C)C)N(C)C.CN(C)P(=O)(N(C)C)N(C)C
Gap between HOMO and LUMO: 7.047 eV
Highest occupied orbital energy: -7.67 eV

Each atom is followed by the atoms it is bonded to, with distances in Å.
Atoms and positions in Å:
1 C -2.4741 -1.6604 2.3217  C2 1.551, H18 1.100, H19 1.104, H20 1.105
2 C -1.4263 -0.6608 1.7659  C1 1.551, N3 1.255, C4 1.539
3 N -1.8424 0.4262 1.2952  C2 1.255, H21 1.025
4 C 0.0804 -0.9708 1.8227  C2 1.539, C5 1.579, H22 1.107, H23 1.101
5 C 0.5762 -0.8105 3.3128  C4 1.579, P6 1.892, O9 1.448, C13 1.544
6 P 0.5903 -2.4003 4.3377  C5 1.892, O7 1.669, O8 1.673
7 O 1.0965 -3.6650 3.3742  P6 1.669, H24 0.979
8 O -0.9310 -2.7055 4.9625  P6 1.673, H25 0.975
9 O -0.2595 0.2549 3.8269  C5 1.448, C10 1.391
10 C 0.3628 1.4751 3.5862  O9 1.391, O11 1.151, C12 1.566
11 O -0.0902 2.5112 3.8008  C10 1.151
12 C 1.7792 1.2032 2.9765  C10 1.566, C13 1.540, H26 1.099, H27 1.100
13 C 1.9705 -0.2026 3.5764  C5 1.544, C12 1.540, C14 1.555, H28 1.109
14 C 3.2521 -1.0289 3.2722  C13 1.555, S15 1.825, H29 1.102, H30 1.101
15 S 4.3139 -0.9003 4.7507  C14 1.825, O16 1.432, O17 1.443, H31 1.381
16 O 5.5220 -1.6536 4.5995  S15 1.432
17 O 4.4853 0.4997 5.0534  S15 1.443
18 H -2.0314 -2.6386 2.5610  C1 1.100
19 H -2.9560 -1.1940 3.1985  C1 1.104
20 H -3.2866 -1.8100 1.5884  C1 1.105
21 H -2.8652 0.4093 1.3553  N3 1.025
22 H 0.2321 -1.9918 1.4224  C4 1.107
23 H 0.5451 -0.2708 1.1105  C4 1.101
24 H 0.6795 -3.6284 2.4893  O7 0.979
25 H -1.1874 -3.5844 4.6281  O8 0.975
26 H 2.6214 1.8042 3.3470  C12 1.099
27 H 1.7020 1.2693 1.8810  C12 1.100
28 H 2.0195 -0.0185 4.6690  C13 1.109
29 H 3.8432 -0.5761 2.4593  C14 1.102
30 H 3.0864 -2.1061 3.1186  C14 1.101
31 H 3.5084 -1.3929 5.7585  S15 1.381
32 O -0.9791 3.4040 -1.2473  P33 1.517
33 P -0.8936 4.7873 -0.6307  O32 1.517, N34 1.721, N37 1.725, N40 1.762
34 N -2.1923 4.5726 0.4784  P33 1.721, C35 1.449, C36 1.464
35 C -3.2720 5.4962 0.7647  N34 1.449, H43 1.098, H44 1.091, H45 1.091
36 C -1.9902 3.5674 1.5240  N34 1.464, H46 1.095, H47 1.089, H48 1.092
37 N -1.4310 5.6330 -2.0352  P33 1.725, C38 1.449, C39 1.459
38 C -2.4957 6.6153 -2.0741  N37 1.449, H49 1.097, H50 1.096, H51 1.089
39 C -1.3908 4.9222 -3.3089  N37 1.459, H52 1.097, H53 1.087, H54 1.094
40 N -0.4487 6.3396 0.0732  P33 1.762, C41 1.488, C42 1.480
41 C 0.6840 6.9711 -0.6566  N40 1.488, H55 1.095, H56 1.092, H57 1.087
42 C -0.0109 6.2816 1.4857  N40 1.480, H58 1.093, H59 1.089, H60 1.091
43 H -2.9301 6.4862 1.0948  C35 1.098
44 H -3.9201 5.1163 1.5560  C35 1.091
45 H -3.9244 5.6218 -0.1004  C35 1.091
46 H -1.3140 3.9188 2.3109  C36 1.095
47 H -1.5551 2.6599 1.1091  C36 1.089
48 H -2.9278 3.2663 1.9952  C36 1.092
49 H -3.4808 6.1421 -2.1691  C38 1.097
50 H -2.3682 7.2831 -2.9341  C38 1.096
51 H -2.4958 7.2682 -1.2021  C38 1.089
52 H -2.2348 4.2282 -3.4021  C39 1.097
53 H -0.4624 4.3672 -3.4179  C39 1.087
54 H -1.4337 5.6270 -4.1446  C39 1.094
55 H 1.5849 6.3508 -0.6115  C41 1.095
56 H 0.9121 7.9495 -0.2294  C41 1.092
57 H 0.4473 7.1432 -1.7037  C41 1.087
58 H 0.7658 5.5283 1.6417  C42 1.093
59 H -0.8416 6.0674 2.1562  C42 1.089
60 H 0.3779 7.2495 1.8048  C42 1.091
61 O 0.5118 -3.5332 -0.9252  P62 1.520
62 P 0.5991 -4.5535 -2.0481  O61 1.520, N63 1.724, N66 1.721, N69 1.761
63 N 1.8408 -3.7398 -2.9245  P62 1.724, C64 1.451, C65 1.459
64 C 1.8998 -3.4933 -4.3534  N63 1.451, H72 1.097, H73 1.091, H74 1.090
65 C 3.1379 -3.6382 -2.2651  N63 1.459, H75 1.099, H76 1.093, H77 1.090
66 N -0.9399 -4.1907 -2.7266  P62 1.721, C67 1.451, C68 1.461
67 C -1.2015 -3.8937 -4.1225  N66 1.451, H78 1.096, H79 1.096, H80 1.089
68 C -1.8889 -3.4519 -1.8967  N66 1.461, H81 1.096, H82 1.088, H83 1.093
69 N 0.6774 -5.9665 -3.0955  P62 1.761, C70 1.489, C71 1.480
70 C -0.3395 -6.9874 -2.7202  N69 1.489, H84 1.094, H85 1.091, H86 1.087
71 C 1.9695 -6.6882 -3.0784  N69 1.480, H87 1.093, H88 1.089, H89 1.090
72 H 1.8344 -4.4050 -4.9603  C64 1.097
73 H 2.8336 -3.0042 -4.6342  C64 1.091
74 H 1.1147 -2.8061 -4.6673  C64 1.090
75 H 3.6926 -4.5867 -2.2771  C65 1.099
76 H 3.0169 -3.3499 -1.2174  C65 1.093
77 H 3.7687 -2.8741 -2.7204  C65 1.090
78 H -1.0217 -2.8371 -4.3519  C67 1.096
79 H -2.2469 -4.1098 -4.3689  C67 1.096
80 H -0.6141 -4.5117 -4.8000  C67 1.089
81 H -1.6464 -2.3829 -1.8731  C68 1.096
82 H -1.9000 -3.8360 -0.8791  C68 1.088
83 H -2.9056 -3.5631 -2.2831  C68 1.093
84 H -0.1779 -7.3580 -1.7032  C70 1.094
85 H -0.3006 -7.8321 -3.4101  C70 1.091
86 H -1.3511 -6.5934 -2.7772  C70 1.087
87 H 2.2927 -6.9216 -2.0607  C71 1.093
88 H 2.7555 -6.1180 -3.5712  C71 1.089
89 H 1.8931 -7.6207 -3.6383  C71 1.090

Results of the Mulliken charge analysis, in e, for atoms 1 through 6:
1. C -1.58
2. C 0.61
3. N -0.43
4. C -1.03
5. C 1.32
6. P 0.05

2 unconnected molecules or ions with the total composition C4H2O6 at a distorted geometry, computed with ωB97M-V/def2-TZVPD.

Summary:
Strongest force on any atom: 3.804 eV Å⁻¹
LUMO level: 6.6171 eV
Energy relative to the best compared isomer or geometry (same formula, charge and spin): 514.5 kJ/mol
Total charge: -2
E: -16460.4510 eV
Gap between HOMO and LUMO: 5.067 eV
Highest occupied orbital energy: 1.55 eV

Each atom is followed by the atoms it is bonded to, with distances in Å.
Atoms and positions in Å:
1 C 1.5204 -0.6030 -0.0729  C3 1.360, O9 1.232
2 C -0.8973 0.5518 0.3435  C4 1.325, O10 1.227
3 C 2.6652 0.0825 -0.3336  C1 1.360, O5 1.269, O7 1.450
4 C -1.9628 -0.1619 0.0098  C2 1.325, O6 1.401, O8 1.315
5 O 3.6299 -0.3254 -1.0495  C3 1.269
6 O -1.8834 -1.5533 -0.1307  C4 1.401, H11 0.987
7 O 2.5218 1.5153 -0.1675  C3 1.450, H12 0.999
8 O -2.8992 0.5001 -0.6328  C4 1.315
9 O 1.1681 -1.4859 0.7102  C1 1.232
10 O -0.3897 1.3818 1.0915  C2 1.227
11 H -0.9298 -1.6684 0.0978  O6 0.987
12 H 1.5985 1.8893 -0.2445  O7 0.999

Results of the natural (NBO) charge analysis, in e, for atoms 1 through 6:
1. C 0.25
2. C 0.33
3. C 0.48
4. C 0.39
5. O -0.75
6. O -0.75

Repeat the fourth record exactly.
2 unconnected molecules or ions with the total composition C4H2O6 at a distorted geometry, computed with ωB97M-V/def2-TZVPD.

Summary:
Strongest force on any atom: 3.804 eV Å⁻¹
LUMO level: 6.6171 eV
Energy relative to the best compared isomer or geometry (same formula, charge and spin): 514.5 kJ/mol
Total charge: -2
E: -16460.4510 eV
Gap between HOMO and LUMO: 5.067 eV
Highest occupied orbital energy: 1.55 eV

Each atom is followed by the atoms it is bonded to, with distances in Å.
Atoms and positions in Å:
1 C 1.5204 -0.6030 -0.0729  C3 1.360, O9 1.232
2 C -0.8973 0.5518 0.3435  C4 1.325, O10 1.227
3 C 2.6652 0.0825 -0.3336  C1 1.360, O5 1.269, O7 1.450
4 C -1.9628 -0.1619 0.0098  C2 1.325, O6 1.401, O8 1.315
5 O 3.6299 -0.3254 -1.0495  C3 1.269
6 O -1.8834 -1.5533 -0.1307  C4 1.401, H11 0.987
7 O 2.5218 1.5153 -0.1675  C3 1.450, H12 0.999
8 O -2.8992 0.5001 -0.6328  C4 1.315
9 O 1.1681 -1.4859 0.7102  C1 1.232
10 O -0.3897 1.3818 1.0915  C2 1.227
11 H -0.9298 -1.6684 0.0978  O6 0.987
12 H 1.5985 1.8893 -0.2445  O7 0.999

Results of the natural (NBO) charge analysis, in e, for atoms 1 through 6:
1. C 0.25
2. C 0.33
3. C 0.48
4. C 0.39
5. O -0.75
6. O -0.75